The following is a DFT calculation (wB97M-V/def2-TZVPD) of a cluster of 14 separate species, C78H178N6O14 in total at a distorted geometry.

Geometry as XYZ:
```
276
Properties=species:S:1:pos:R:3:forces:R:3:mulliken_charge:R:1
C -3.40969 10.02139 -0.45893 1.013 1.413 -0.059 -1.5284
C -1.80955 10.21286 -0.50059 0.210 -0.578 0.110 1.4980
C -1.18387 10.93422 0.71162 -1.621 -0.109 2.316 -1.2201
C -1.05708 10.09183 2.04949 0.446 -0.404 -2.244 -0.8800
C -0.26732 8.81988 1.70247 -0.339 1.123 -0.297 -1.3542
C -0.91369 8.04186 0.51822 1.195 -0.796 2.045 1.0706
N -1.22206 8.88579 -0.59757 2.359 1.431 1.137 0.1162
O -1.58607 8.18048 -1.69405 -0.539 -0.901 -1.130 -0.1696
C 0.18745 6.98708 0.13873 -0.218 0.468 -1.004 -0.6205
C -2.11388 7.33720 1.20548 -0.497 -1.192 -1.037 -1.4928
C -1.32459 11.05287 -1.72770 -0.563 -1.477 -0.216 -1.9010
H -3.81119 9.47675 0.39562 0.407 0.176 0.188 0.3521
H -3.82271 9.52753 -1.33849 0.448 -0.012 -0.225 0.3038
H -3.83563 11.02472 -0.45897 -0.265 0.030 0.096 0.4879
H -0.27240 11.51394 0.56589 0.057 -0.419 -0.653 0.4009
H -1.97049 11.65215 0.94379 0.178 0.616 0.048 0.4810
H -2.07679 9.83485 2.33628 0.139 0.048 0.534 0.3531
H -0.48002 10.59533 2.82511 -0.529 0.402 0.029 0.4111
H -0.19404 8.22749 2.61451 -0.083 -0.512 -0.277 0.5099
H 0.75392 9.10629 1.45122 0.120 0.118 -0.217 0.5428
H 0.72558 6.65628 1.02704 -0.514 -0.383 0.033 0.5323
H -0.14280 6.21641 -0.55776 -0.761 -0.557 0.816 -0.7342
H 0.96455 7.32941 -0.54467 0.170 1.331 0.271 0.3956
H -1.82004 6.75260 2.07726 0.153 0.505 0.338 0.3891
H -2.98299 7.96780 1.39284 0.399 0.166 0.388 0.2333
H -2.52104 6.52769 0.59967 -0.120 -0.046 -0.609 0.1830
H -0.24632 10.99782 -1.87740 0.110 -0.057 0.624 0.4248
H -1.60369 12.10630 -1.70560 -0.413 -0.212 -0.054 0.3644
H -1.69809 10.47450 -2.57273 -0.361 0.713 -0.490 0.4181
H -2.36381 7.69909 -1.40253 -0.671 -0.473 -0.396 0.3513
C -5.56879 -2.23605 2.86308 -0.851 0.152 0.309 -1.9436
C -4.98510 -0.84682 3.11864 1.389 -0.717 -0.927 2.6433
C -3.92577 -0.61653 2.02161 0.236 2.268 -1.336 -1.1945
C -4.43646 0.02879 0.72277 -2.290 -0.060 -0.412 1.2872
C -5.46211 1.20849 0.99507 2.498 -1.009 0.612 -2.1622
C -6.57543 0.81854 1.96255 -0.357 -1.135 -1.212 2.3238
N -6.03369 0.18253 3.17195 3.993 2.080 -2.666 0.4051
O -6.96887 0.01812 4.10530 -1.494 -0.768 2.141 -0.5000
C -7.29412 2.12882 2.22270 -0.042 0.693 0.226 -1.7924
C -7.49235 -0.23459 1.34478 -0.970 0.066 -0.848 -1.8855
C -4.12419 -0.81405 4.39618 -1.095 0.189 -0.135 -1.9431
H -4.90834 -3.10234 2.82484 0.428 0.314 0.521 0.1666
H -6.06611 -2.25074 1.89326 -0.204 0.026 0.182 0.2802
H -6.29658 -2.31613 3.67055 -0.340 -0.766 -0.199 0.5188
H -3.19745 0.13427 2.32812 0.239 -0.127 0.707 -0.2133
H -3.36587 -1.52541 1.80128 -0.200 -0.149 0.171 0.2668
H -4.99089 -0.73697 0.18026 -0.370 -0.188 -0.112 -0.5367
H -3.73777 0.31309 -0.06406 0.757 0.233 0.606 -0.4109
H -5.72914 1.72415 0.07263 -0.813 -0.620 -0.161 0.5444
H -4.96487 2.03200 1.50760 0.647 -0.060 0.286 0.3550
H -8.33812 2.09157 1.91160 -0.116 -0.023 0.707 0.3613
H -7.09770 2.50222 3.22774 -0.603 -0.219 0.180 0.3179
H -6.86085 2.91114 1.59952 0.031 -0.011 -0.182 0.4312
H -8.29516 0.17785 0.73364 -0.070 0.336 -0.021 0.5248
H -6.96446 -0.88836 0.65051 0.082 -0.168 0.297 0.0786
H -7.98243 -0.81286 2.12806 0.062 -0.096 -0.081 0.3608
H -3.66821 0.17275 4.47625 0.001 0.002 0.115 0.4064
H -3.33720 -1.56446 4.32117 -0.130 -0.094 0.249 0.1846
H -4.79310 -0.97624 5.24137 0.360 -0.257 0.370 0.5894
H -6.55125 0.47837 4.83699 -0.655 0.074 0.589 0.4091
C 3.15262 -3.73704 -0.77647 1.116 0.440 0.038 -0.9959
C 3.08088 -4.15957 -2.27634 1.208 1.983 -0.639 1.9912
C 3.77764 -5.52444 -2.45914 -0.574 -0.267 0.482 -1.4318
C 2.95856 -6.67017 -1.83920 -0.091 0.885 -0.667 -0.5555
C 1.58669 -6.67688 -2.54769 1.611 -0.316 -0.236 -1.4761
C 0.89078 -5.35302 -2.50908 -1.875 0.525 2.016 1.6911
N 1.75713 -4.22086 -2.82148 -0.088 -2.225 -1.690 -0.3861
O 1.04292 -3.03738 -2.82497 -0.325 1.120 1.134 0.6317
C -0.22976 -5.43631 -3.54608 -0.940 0.473 0.363 -1.7689
C 0.22684 -5.22305 -1.07765 0.317 -0.188 -0.678 -1.3681
C 3.87638 -3.04016 -3.17237 -0.274 -0.465 1.516 -2.0307
H 4.05094 -3.12691 -0.68228 0.296 -0.074 0.120 0.4444
H 3.30836 -4.56564 -0.08562 -0.148 -0.143 -0.115 0.3546
H 2.40486 -3.08721 -0.32186 -0.596 -0.155 -0.629 -0.3836
H 3.90988 -5.74714 -3.51792 0.068 0.181 -0.111 0.4014
H 4.75260 -5.54554 -1.97220 0.134 0.502 -0.118 0.3887
H 2.84006 -6.47862 -0.77272 -0.148 -0.083 0.087 0.2503
H 3.57443 -7.56636 -1.91428 -0.477 -0.327 -0.220 0.4426
H 0.95447 -7.46334 -2.13554 -0.209 0.104 -0.295 0.4649
H 1.67674 -6.74922 -3.63156 0.673 -1.145 -0.081 0.4157
H -0.85529 -4.54600 -3.48160 0.122 0.261 -0.305 0.2385
H 0.08864 -5.60415 -4.57494 0.318 0.191 0.064 0.4220
H -0.94962 -6.22005 -3.31019 0.262 -0.357 0.186 0.3981
H 0.96850 -5.31261 -0.28391 0.157 0.414 -0.039 0.1792
H -0.33939 -4.29517 -0.99688 0.008 -0.025 0.191 -0.0860
H -0.41604 -6.08631 -0.90563 -0.370 0.125 -0.195 0.6154
H 4.91814 -2.98649 -2.85622 0.112 -0.256 0.090 0.4614
H 3.49027 -2.04315 -2.96022 -0.302 -0.040 0.145 -0.1841
H 3.88575 -3.12478 -4.25904 -0.394 -0.651 0.053 0.6649
H 0.87553 -2.78191 -3.73509 0.277 -0.242 -0.364 0.1675
C 8.37390 1.37492 -3.96568 1.182 0.508 1.033 -1.7218
C 6.99523 1.92721 -3.56743 -0.039 1.092 0.052 1.2616
C 6.74666 3.28032 -4.31373 0.421 -0.769 -1.488 -1.1647
C 6.37492 3.08987 -5.82878 0.334 -0.687 0.805 -1.0127
C 5.18589 2.13448 -5.95719 0.947 1.176 -1.321 -1.3652
C 5.31031 0.83709 -5.17105 -1.096 0.552 -1.327 2.1071
N 5.91530 1.05579 -3.87504 -1.919 -0.166 1.006 0.7825
O 6.00576 -0.14202 -3.10834 0.151 -0.017 -0.408 -0.4203
C 3.79189 0.42173 -5.07094 1.473 -1.110 1.357 -1.5359
C 6.14200 -0.16188 -6.02184 -0.780 -0.957 1.300 -1.6856
C 6.95227 2.36219 -2.02019 -0.144 -1.168 -0.755 -1.5738
H 9.07243 2.12902 -3.60307 0.340 0.093 0.061 0.4882
H 8.68247 1.22333 -5.00004 -0.829 0.156 -0.250 0.3615
H 8.68032 0.47323 -3.43542 -0.489 -0.165 0.118 0.3179
H 5.97226 3.88761 -3.84513 0.072 -0.124 0.251 0.3828
H 7.72953 3.74516 -4.23625 -0.227 0.640 -0.017 0.5703
H 7.19518 2.63579 -6.38473 0.402 0.000 0.232 0.3521
H 6.18311 4.02336 -6.35783 -0.109 0.179 0.316 0.4244
H 5.15613 1.78972 -6.99080 0.064 0.047 -0.256 0.4642
H 4.26770 2.72133 -5.93232 -0.310 -0.308 1.079 0.3719
H 3.29983 0.29542 -6.03532 0.183 0.117 0.063 0.3603
H 3.81126 -0.52211 -4.52607 -0.406 -0.409 -0.279 -0.3390
H 3.22756 1.08615 -4.41658 0.104 0.370 -0.342 0.5495
H 5.64374 -0.53021 -6.91860 0.139 0.760 -0.412 0.4575
H 7.17774 0.15953 -6.13155 -0.238 0.030 -0.423 0.2986
H 6.14618 -1.08140 -5.43655 0.443 -0.132 0.307 0.2909
H 7.43216 3.33419 -1.90610 -0.131 -0.054 0.109 0.4253
H 7.35338 1.66123 -1.28816 0.814 -0.234 -0.441 0.3778
H 5.92278 2.35292 -1.66219 -0.302 0.707 -0.532 0.1140
H 5.26618 -0.05877 -2.50197 -0.105 -0.103 0.160 0.2283
C -1.01581 -5.04451 3.67182 -1.081 0.270 -0.227 -1.7268
C -0.96975 -6.58242 3.77488 1.369 -0.115 -0.768 2.2850
C 0.47927 -6.86160 4.33577 -0.732 -0.031 1.029 -1.0064
C 0.58069 -8.21701 4.96674 -0.417 -0.448 -0.402 -0.9608
C -0.46648 -8.48545 6.03112 0.117 -0.759 -1.499 -1.2390
C -1.93824 -8.34452 5.42011 2.515 -0.308 0.652 1.5090
N -2.02077 -6.99794 4.70905 0.933 -1.009 2.271 -0.0821
O -3.28437 -6.78754 4.15067 -0.502 -0.428 -0.567 -0.2180
C -2.23683 -9.59137 4.53154 -0.230 0.562 0.520 -1.5494
C -2.80742 -8.43398 6.67940 -0.725 1.209 -0.365 -1.8955
C -1.04632 -7.18492 2.36041 0.708 0.786 -0.737 -1.1549
H -0.22414 -4.48373 3.17494 0.888 -0.771 0.337 -0.1678
H -1.14314 -4.70757 4.70059 -0.054 0.464 -0.148 0.7564
H -1.81779 -4.69677 3.02067 -0.803 -0.176 0.397 -0.0417
H 1.28210 -6.81423 3.60003 -0.449 0.446 -0.501 0.4022
H 0.71041 -6.12423 5.10451 -0.068 0.345 0.013 0.3477
H 1.58896 -8.42192 5.32662 0.041 -0.047 -0.042 0.4849
H 0.34232 -8.88761 4.14116 0.416 -0.567 0.027 0.2591
H -0.19218 -8.01914 6.97739 -0.718 0.720 -0.088 0.3483
H -0.34903 -9.54795 6.24418 -0.277 -0.198 0.214 0.4567
H -1.65843 -9.74109 3.61987 -0.053 0.535 -0.031 0.2993
H -2.05502 -10.48568 5.12757 -0.196 0.009 0.136 0.4865
H -3.30282 -9.52917 4.31270 -0.016 -0.295 -0.341 0.3530
H -2.87397 -9.38061 7.21566 0.081 -0.458 -0.848 0.3760
H -2.42247 -7.79162 7.47141 -0.145 0.567 -0.296 0.4281
H -3.79241 -8.10369 6.34954 -0.379 -0.111 0.595 0.3742
H -1.97405 -7.12317 1.79155 -0.307 0.002 0.578 -0.0112
H -0.60499 -8.16329 2.17036 -0.093 -0.170 0.538 0.4066
H -0.38512 -6.48046 1.85577 0.160 -0.170 -0.623 0.1733
H -3.64878 -6.04144 4.63248 0.003 0.123 0.163 0.2863
C 2.08616 -2.75811 3.20976 -0.993 -0.307 -0.435 -2.2987
C 3.32671 -1.81414 3.32560 -0.024 0.346 -0.885 2.3050
C 3.12935 -0.72520 4.44640 -1.686 -0.499 0.868 -1.2069
C 3.22337 -1.26087 5.92045 1.803 -2.050 -1.397 -0.9364
C 4.54806 -2.05654 5.97642 0.490 1.350 -0.370 -1.4362
C 4.90364 -3.02131 4.84231 0.836 -0.909 0.700 1.7465
N 4.60532 -2.46794 3.56584 0.132 1.801 0.094 0.4566
O 5.11821 -3.23630 2.49595 -0.380 -0.275 0.367 -0.4131
C 6.46823 -3.21210 4.99683 -0.421 0.135 -0.423 -2.0684
C 4.20936 -4.35074 5.08407 -0.418 -1.067 0.361 -1.6387
C 3.46418 -1.08422 1.93088 -0.100 0.402 0.709 -1.9098
H 2.15877 -3.53349 2.44712 0.873 -0.160 -0.113 0.4713
H 1.18649 -2.27154 2.83302 0.133 0.926 -0.050 0.4993
H 1.63909 -3.28632 4.05192 0.805 0.173 0.665 0.5344
H 3.68089 0.20097 4.28483 0.718 -0.412 0.006 0.5350
H 2.10139 -0.37018 4.37319 -0.314 -0.027 -0.435 0.1389
H 2.54746 -2.08608 6.14467 -1.146 0.740 -0.104 0.2634
H 3.29362 -0.52452 6.72105 -0.540 0.140 -0.302 0.4551
H 4.66631 -2.62975 6.89596 0.033 0.286 0.171 0.5223
H 5.29733 -1.26896 5.89634 0.515 -0.081 0.435 0.4453
H 6.76907 -3.21056 6.04449 -0.260 -0.639 0.089 0.4019
H 6.83081 -4.08197 4.44912 -0.083 -0.251 0.332 0.4383
H 7.06203 -2.37835 4.62216 -0.435 0.420 -0.391 0.4571
H 4.56216 -4.76614 6.02803 -0.014 -0.127 0.093 0.4810
H 3.12217 -4.29756 5.14155 -0.018 0.487 0.277 0.2274
H 4.33424 -5.12924 4.33145 0.611 0.231 -0.293 0.3307
H 4.06009 -1.60673 1.18257 -0.440 -0.493 0.209 0.1032
H 3.99070 -0.13523 2.03232 0.039 0.145 0.372 0.5653
H 2.47407 -0.83884 1.54673 0.059 -0.154 -0.126 0.1450
H 6.00216 -2.86357 2.46001 0.228 -0.127 -0.471 0.3345
C -4.44639 -5.61145 1.27313 -0.675 -1.094 0.037 0.2564
C -5.71257 -6.41183 1.75635 2.003 0.144 -3.332 0.5024
C -6.80504 -6.20271 0.68159 -1.016 0.117 2.032 -1.4595
O -5.31175 -7.85086 1.66634 -0.974 1.997 0.906 -0.6076
H -4.58840 -4.56199 1.01511 -0.268 0.093 0.458 -0.3356
H -4.19673 -6.10052 0.33154 0.528 -0.045 0.079 0.5396
H -3.69480 -5.77110 2.04625 0.314 0.307 -0.395 -0.5150
H -5.89791 -5.99886 2.74792 -0.851 -0.796 0.176 0.2819
H -7.18016 -5.18258 0.76353 0.224 0.274 -0.140 0.3208
H -7.66398 -6.78452 1.01598 -0.141 -0.340 -0.407 0.3916
H -6.59470 -6.40636 -0.36836 0.577 -0.242 0.343 0.3710
H -4.79046 -7.98366 2.46147 0.333 -0.286 0.167 0.2720
C -0.15505 -0.86749 0.52549 0.025 0.867 -0.182 0.4062
C -0.07655 0.21819 -0.58727 1.118 -1.578 -0.813 1.6742
C 1.32740 0.84446 -0.85352 -1.071 0.739 0.925 -1.5602
O -0.34418 -0.37092 -1.90212 -1.318 0.203 0.818 0.2103
H -1.14435 -1.15089 0.88475 -0.444 0.337 -0.599 -0.5786
H 0.28319 -0.39506 1.40461 0.542 -0.440 0.148 0.0008
H 0.29565 -1.80977 0.21393 0.586 0.168 0.163 -0.5683
H -0.85730 0.93854 -0.34308 0.122 0.326 -0.408 -0.1457
H 1.26176 1.40436 -1.78642 -0.055 -0.115 -0.097 0.2625
H 2.11067 0.09395 -0.95988 -0.076 -0.139 0.202 0.3961
H 1.58076 1.59875 -0.10857 0.228 -0.252 0.241 0.1805
H 0.30773 -1.07010 -1.99014 0.225 -0.358 -0.232 -0.5214
C 3.52865 5.40205 1.85805 0.259 -1.142 -0.893 -1.4368
C 3.08013 4.63926 0.50548 1.754 -1.577 2.133 0.5838
C 3.73971 3.17602 0.55098 0.370 1.280 0.206 -1.1927
O 1.69881 4.39048 0.48419 -0.089 0.522 -0.557 0.1927
H 3.37508 4.67185 2.65261 -0.427 0.243 0.281 0.3084
H 3.12778 6.38432 2.10816 -0.718 -0.215 -0.336 0.3267
H 4.60303 5.58096 1.90031 0.238 -0.187 -0.510 0.4313
H 3.48294 5.18744 -0.34620 -0.399 -0.007 -0.269 0.4152
H 3.15486 2.42742 1.08544 -0.348 0.496 0.323 0.2109
H 4.68443 3.28319 1.08400 0.182 -0.198 -0.072 0.5801
H 3.95410 2.69352 -0.40261 -0.120 0.506 -0.315 0.0475
H 1.31132 5.14525 0.03501 -0.465 -0.084 0.103 -0.1861
C -5.34265 -1.46489 -3.12165 1.567 -0.580 -0.038 -1.3052
C -3.85845 -1.66479 -2.67657 1.549 -0.247 0.038 1.7607
C -3.49739 -2.92177 -1.87648 -1.149 0.119 0.223 -0.1165
O -2.84636 -1.73021 -3.71302 -1.315 0.468 -1.591 -0.5599
H -5.88173 -1.19711 -2.21293 -0.159 0.022 -0.088 0.2081
H -5.77985 -2.36374 -3.55640 0.053 -0.064 0.043 0.3631
H -5.41606 -0.66173 -3.85489 0.049 0.064 0.124 0.3778
H -3.57987 -0.76231 -2.13248 -0.249 0.067 0.521 -0.7371
H -2.41468 -3.03055 -1.81326 -0.007 0.280 0.413 -0.3892
H -3.81995 -3.80557 -2.42689 -0.258 -0.042 0.014 0.4485
H -3.95933 -2.91543 -0.88922 0.086 -0.214 0.190 -0.1343
H -1.98501 -1.79785 -3.29457 -0.063 0.231 0.267 0.0961
C 0.07186 2.58507 4.02155 -1.135 -0.369 0.123 -1.3838
C -0.81552 3.55181 3.18688 2.948 -1.866 -0.581 2.1322
C -2.04224 3.00177 2.60154 -1.119 0.131 0.156 -0.7457
O -1.11553 4.64169 3.95603 -0.271 1.697 0.725 -0.6772
H 1.06912 2.93259 4.29136 0.000 0.413 -0.335 0.4955
H 0.17948 1.60778 3.55100 0.046 -0.024 -0.158 -0.0276
H -0.46135 2.43721 4.96066 -0.014 -0.221 0.191 0.4621
H -0.21632 3.80141 2.31123 0.430 0.541 -0.135 -0.8903
H -2.36845 3.79315 1.92670 -0.365 -0.323 -0.403 0.0346
H -2.81199 2.93296 3.37021 -0.166 -0.505 -0.003 0.4833
H -1.85010 2.06199 2.08384 -0.239 0.076 -0.040 -0.2844
H -0.25795 4.97079 4.23507 -0.085 0.457 0.311 0.4372
C 0.08227 1.71978 -7.62451 0.221 -1.322 0.543 -1.7545
C -0.56102 1.54127 -6.21868 0.117 1.113 -0.192 1.1806
C -1.52059 0.41108 -6.15013 0.207 -0.653 -1.110 -1.3871
O 0.40656 1.31690 -5.20848 1.056 0.327 -0.230 0.0452
H -0.65605 1.84992 -8.41574 -0.136 0.331 0.230 0.3961
H 0.54006 0.75681 -7.85085 0.022 -0.368 -0.064 0.4226
H 0.93010 2.38865 -7.77246 -0.388 0.578 0.550 0.3192
H -1.14985 2.41516 -5.93995 0.155 0.578 -0.171 -0.0824
H -2.16433 0.49562 -7.02566 -0.768 -0.097 0.395 0.4358
H -1.99170 0.39127 -5.16739 -0.350 -0.184 -0.337 0.2550
H -0.94602 -0.49847 -6.32524 -0.060 -0.297 0.285 0.2653
H 0.00633 1.56192 -4.37100 -0.155 0.055 0.248 -0.0045
C -1.32918 4.12733 -1.27971 0.084 0.312 -0.587 0.2075
C -2.27304 3.08134 -1.90485 0.984 -0.140 0.382 1.5979
C -3.33756 3.63919 -2.82230 -0.771 0.575 0.079 -1.7491
O -1.45195 2.20759 -2.66472 0.086 -0.131 -0.939 0.3280
H -0.41535 3.70384 -0.86299 -0.287 -0.626 0.320 -0.1205
H -1.76979 4.76886 -0.51656 -0.262 -0.061 -0.113 -0.1402
H -0.90648 4.74367 -2.07316 -0.330 0.347 -0.214 -0.0328
H -2.73029 2.56160 -1.06290 -0.297 -0.386 -0.040 -0.7505
H -4.06657 4.18503 -2.22339 0.125 0.474 0.093 0.4110
H -3.98151 2.94473 -3.36189 0.471 -0.727 0.220 0.4039
H -2.95000 4.29321 -3.60343 0.258 0.146 0.240 0.1648
H -1.18332 1.39488 -2.23006 -0.197 -0.104 0.167 -0.2963
C -0.27713 5.37557 -5.01673 -0.535 1.340 0.281 -0.5179
C -0.42523 6.65741 -5.91752 0.035 -2.617 -1.269 0.6217
C -0.64530 7.97147 -5.30805 -0.352 0.536 1.233 -1.1376
O 0.64976 6.74435 -6.84393 0.619 0.053 -0.141 -0.5939
H 0.40378 5.56269 -4.18640 0.160 -0.096 0.039 0.3896
H -0.00758 4.44868 -5.52301 0.331 0.318 -0.453 0.2413
H -1.25433 5.13991 -4.59527 -0.031 0.190 0.220 -0.3702
H -1.31007 6.45602 -6.52134 -0.277 -0.135 -0.195 0.1430
H -1.47200 7.82831 -4.61222 -0.004 0.421 0.333 0.1608
H -0.96169 8.70947 -6.04518 0.178 -0.077 -0.079 0.3787
H 0.24056 8.33005 -4.78387 -0.065 0.065 0.128 0.3009
H 1.25237 6.01522 -6.68014 0.018 0.001 -0.088 0.3206
```
Positions in Å, forces in eV/Å.

E	-4460.0545	hartree
Kohn-Sham gap	8.435	eV
F_max	5.23	eV/A
ΔE to the lowest compared entry with this formula, charge and spin	178.3	kcal per mole